# O5S2

A cluster of 2 separate species, O5S2 in total at a distorted geometry (ωB97M-V/def2-TZVPD, the OMol25 dataset).

```
7
Properties=species:S:1:pos:R:3:forces:R:3
O -0.18904 -2.81205 -0.48534 -0.423 1.345 0.939
O 0.79209 0.66760 -1.50818 -0.355 -0.355 0.498
O -2.11573 -0.33738 0.29634 0.066 -0.246 0.179
O 1.81068 0.55627 0.72009 -0.417 -0.414 -0.068
O -0.11726 1.99060 0.32689 -0.105 -0.645 -0.024
S -0.75897 -0.81281 0.71179 0.269 -1.122 -1.287
S 0.57822 0.74778 -0.06158 0.966 1.436 -0.238
```
Forces are in eV/Å.

Its energy above the lowest of the compared OMol25 structures with the same formula, charge and spin is 3.646 eV. The net charge is -2. The LUMO energy (spin up / spin down) comes out at 6.51 / 6.55 eV. Its electronic energy is -1172.4403 Ha. The orbital gap (spin up / spin down) comes out at 6.9 / 6.3 eV.